# C10H20NOS

The ion C10H20NOS with charge +1 (ωB97M-V/def2-TZVPD, OMol25).

Output
Energy (eV): -25060.5225
Charge: +1
Relative energy (zero: lowest compared OMol25 entry of this formula, charge and spin) (kcal/mol): 6.0
LUMO (eV): -2.5

Last column: Löwdin charge in e.
CARTESIAN COORDINATES (ANGSTROEM)
C 1.80613 1.23764 3.42148  -0.08
C 2.14347 0.46015 2.18572  -0.62
O 1.30356 0.93038 1.12314  -0.16
C 1.32326 0.00636 0.03091  -0.31
C 0.25163 0.33571 -1.06702  -0.14
C 0.28214 -0.65511 -2.24915  -0.10
C -0.99952 -1.49835 -2.27262  -0.12
C -1.71532 -1.09130 -0.99852  -0.13
N -1.20127 0.24462 -0.63828  -0.27
C -1.45426 0.60980 0.76563  0.02
C -1.99667 1.22038 -1.44088  0.02
C 1.27340 -1.42847 0.59841  -0.43
S 1.75700 -1.32557 2.32017  0.96
H 2.07585 2.27399 3.24421  0.09
H 0.74353 1.19242 3.64958  0.08
H 2.34347 0.91095 4.33126  0.10
H 3.21918 0.57092 1.92017  0.13
H 2.34073 0.04157 -0.41831  0.17
H 0.44790 1.33239 -1.40054  0.15
H 1.15937 -1.29707 -2.18558  0.12
H 0.44715 -0.12715 -3.18832  0.13
H -0.75011 -2.55464 -2.26421  0.13
H -1.59932 -1.29300 -3.16024  0.12
H -1.53407 -1.85392 -0.22321  0.14
H -2.79387 -1.10947 -1.15041  0.14
H -2.52034 0.46910 1.01280  0.13
H -0.83833 0.03633 1.44927  0.09
H -1.15577 1.67802 0.89618  0.13
H -3.07074 1.09160 -1.27893  0.12
H -1.75747 2.25907 -1.13516  0.13
H -1.74197 1.22168 -2.48615  0.11
H 0.24826 -1.80188 0.55457  0.05
H 1.96301 -2.08718 0.05405  0.09

***

# C5H4Br3NO2S

A structure of composition C5H4Br3NO2S (ωB97M-V/def2-TZVPD, OMol25).

Output
Energy (eV): -231795.8489
Charge: 0
Relative energy (zero: lowest compared OMol25 entry of this formula, charge and spin) (kcal/mol): 11.4
LUMO (eV): -0.1

Last column: Löwdin charge in e.
CARTESIAN COORDINATES (ANGSTROEM)
C -0.35839 -1.79424 0.01900  -0.04
C -1.23728 -1.15341 0.85921  -0.35
C 0.39846 -0.92938 -0.78561  -0.55
C 0.45492 1.58020 -1.20966  -0.63
C -0.64917 2.37843 -1.99919  -1.54
N -0.01091 0.40036 -0.47816  -0.31
O 1.21566 -1.19590 -1.61577  0.10
O 1.17256 2.37407 -0.36949  -0.05
S -1.23721 0.52164 0.75579  1.00
Br -1.86977 0.96916 -2.65982  0.67
Br -1.61739 3.57062 -0.81219  0.65
Br -0.02607 3.40243 -3.49635  0.68
H -0.30500 -2.79030 -0.06857  0.08
H -1.69896 -1.53646 1.64261  0.02
H 1.09704 1.21058 -1.92878  0.11
H 0.77159 2.22493 0.60018  0.15

***

# C6H13N

A cluster of 2 separate species, C6H13N in total (ωB97M-V/def2-TZVPD, OMol25).

Output
Energy (eV): -7911.4440
Charge: +1
Relative energy (zero: lowest compared OMol25 entry of this formula, charge and spin) (kcal/mol): 86.9
LUMO (alpha / beta) (eV): -4.4 / -7.2
Multiplicity: 2

Last column: Mulliken spin population.
CARTESIAN COORDINATES (ANGSTROEM)
C 0.08716 -1.45267 0.50933  0.07
C 0.93818 -0.62474 -0.37238  0.38
C 1.79784 0.37279 0.11287  0.16
C 2.65845 1.14276 -0.68370  0.17
C -1.18013 -0.65134 0.96901  0.05
N -2.04298 -0.43688 -0.18100  0.01
C -2.49944 0.93347 -0.39333  0.00
H -0.30143 -2.30948 -0.04090  0.00
H 0.70773 -1.79355 1.34681  0.03
H 3.32941 -0.13328 -0.33043  0.11
H 1.02127 -0.77541 -1.44616  0.01
H 1.94550 0.57843 1.17425  0.00
H 3.29126 1.84835 -0.15683  0.01
H 2.45919 1.40270 -1.71850  0.01
H -0.79578 0.18742 1.56828  -0.01
H -1.70829 -1.25781 1.71455  0.01
H -1.60299 -0.86929 -0.97780  0.00
H -3.51143 0.87891 -0.79323  0.00
H -2.76499 1.32562 0.59554  0.00
H -1.82854 1.63401 -0.89639  0.00

***

# C6H10O

An isolated molecule of C6H10O (ωB97M-V/def2-TZVPD, OMol25).

Output
Energy (eV): -8428.9718
Charge: 0
Relative energy (zero: lowest compared OMol25 entry of this formula, charge and spin) (kcal/mol): 52.3
LUMO (eV): 0.9

Last column: Löwdin charge in e.
CARTESIAN COORDINATES (ANGSTROEM)
C -1.53853 1.32699 -0.69826  0.01
C -1.26036 0.16439 -0.12128  -0.25
C -2.31724 -0.70085 0.49094  -0.09
C 0.32875 -0.69144 -0.23847  -0.36
O 0.38767 -1.86536 -0.31174  0.14
C 1.16088 0.43481 0.04513  -0.11
C 2.78300 -0.31062 0.07730  -0.04
H -0.78443 2.05570 -0.96288  0.05
H -2.55201 1.71011 -0.75850  0.06
H -2.39695 -1.64771 -0.04666  0.08
H -3.30164 -0.22817 0.46827  0.07
H -2.06179 -0.93989 1.52502  0.08
H 1.03113 0.85912 1.03516  0.12
H 1.21018 1.14647 -0.77247  0.11
H 2.84289 -1.02784 0.89241  0.05
H 3.47621 0.50918 0.24960  0.04
H 2.99224 -0.79489 -0.87357  0.05

***

# C14H40F3N3O6

A cluster of 6 separate species, C14H40F3N3O6 in total (ωB97M-V/def2-TZVPD, OMol25).

Output
Energy (eV): -40067.7876
Charge: 0
Relative energy (zero: lowest compared OMol25 entry of this formula, charge and spin) (kcal/mol): 125.6
LUMO (eV): -1.4

Last column: Löwdin charge in e.
CARTESIAN COORDINATES (ANGSTROEM)
N 0.12859 1.23812 -0.53025  0.36
H -0.10419 0.50358 0.12272  0.15
H -0.47009 2.01316 -0.28331  0.16
H 0.01850 0.90455 -1.47720  0.16
H 1.08984 1.51305 -0.38701  0.15
C -2.89757 5.92505 -0.80624  -0.44
O -2.74252 5.06294 -2.02951  -0.14
O -2.17811 5.26309 0.18251  -0.29
C -2.48763 7.41547 -1.16473  -0.57
F -2.73290 8.21497 -0.12193  0.11
F -1.20846 7.59684 -1.48445  0.14
F -3.23521 8.03741 -2.11714  0.08
C -3.54333 5.39902 -3.20949  -0.29
C -3.19068 4.49677 -4.36751  -0.11
H -2.20087 4.73073 -4.75948  0.07
H -3.13776 3.46263 -4.02715  0.06
H -4.03313 4.37886 -5.04902  0.07
H -3.42990 6.38673 -3.65631  0.10
H -4.60850 5.29918 -3.00083  0.11
H -3.96833 5.90920 -0.60294  0.12
C 1.01629 1.56712 5.28790  -0.17
O -0.39883 1.61942 5.12276  -0.11
H 1.60416 2.18849 4.61232  0.07
H 1.37159 1.73582 6.30447  0.08
H 1.37166 0.58196 4.98578  0.06
H -0.54582 2.20566 4.37689  0.07
C -1.62496 -2.21840 -5.09269  -0.17
O -0.55255 -1.39699 -4.69285  -0.14
H -2.32910 -2.43179 -4.28848  0.08
H -2.16766 -1.88985 -5.97905  0.08
H -1.08027 -3.11826 -5.37844  0.08
H 0.15627 -1.48963 -5.33362  0.07
C 7.14954 -0.12638 -1.10064  -0.06
C 5.68497 -0.46038 -0.72848  -0.42
C 5.50763 -1.75460 0.14279  -0.18
O 5.98217 -2.83172 -0.68961  -0.21
C 5.87673 -4.11621 -0.09326  -0.11
N 5.09643 0.70727 -0.05980  0.01
H 7.82330 -0.17966 -0.24548  0.08
H 7.29512 0.81289 -1.63419  0.08
H 7.41655 -0.99462 -1.70311  0.07
H 5.14976 -0.66369 -1.65601  0.13
H 4.44628 -1.90849 0.33764  0.11
H 6.05541 -1.65758 1.08014  0.12
H 6.39756 -4.71453 -0.84081  0.09
H 4.85005 -4.46845 0.00653  0.08
H 6.39786 -4.24527 0.85535  0.09
H 5.56289 0.95287 0.80171  0.07
H 5.13200 1.51513 -0.66494  0.06
C -1.98312 -4.88393 0.92432  -0.06
C -2.60172 -3.69565 1.70278  -0.44
C -3.63175 -4.16709 2.76046  -0.24
O -4.17534 -3.09408 3.45952  -0.19
C -4.99613 -3.47685 4.55881  -0.09
N -1.59114 -2.86105 2.31832  0.04
H -2.72454 -5.35725 0.28060  0.08
H -1.43705 -5.59034 1.54953  0.07
H -1.15205 -4.53033 0.31407  0.07
H -3.18573 -3.10762 0.99480  0.13
H -3.10250 -4.81703 3.45729  0.12
H -4.39278 -4.74523 2.23636  0.13
H -5.93479 -3.95361 4.27650  0.09
H -5.31267 -2.62048 5.15424  0.09
H -4.42759 -4.14848 5.20208  0.09
H -0.98668 -3.52841 2.77587  0.07
H -2.07692 -2.39413 3.07072  0.06

***

# C28H45FeN2OP2

A structure of composition C28H45FeN2OP2 (ωB97M-V/def2-TZVPD, OMol25).

Output
Energy (eV): -87756.0271
Charge: +1
Relative energy (zero: lowest compared OMol25 entry of this formula, charge and spin) (kcal/mol): 0.0
LUMO (alpha / beta) (eV): -1.9 / -2.4
Multiplicity: 5

Last column: Mulliken spin population.
CARTESIAN COORDINATES (ANGSTROEM)
Fe 0.17977 0.17469 -0.84122  3.85
C 2.16633 -3.01298 -0.58056  0.01
C 3.12766 -1.95571 -1.11625  0.00
C 4.56996 -2.29055 -0.74875  0.00
P 2.53464 -0.28778 -0.58319  -0.03
C 3.81839 0.89896 -1.14645  0.02
C 3.42155 2.30947 -0.71494  -0.01
C 4.00347 0.81229 -2.65920  0.01
C 2.57488 -0.26727 1.22396  -0.07
C 3.75975 -0.40162 1.94815  -0.01
C 3.75304 -0.49739 3.32657  0.01
C 2.52939 -0.48758 3.98844  -0.01
C 1.34396 -0.32670 3.29827  0.01
C 1.33477 -0.16535 1.90136  0.07
N 0.18168 0.01994 1.15448  0.02
C -1.03782 0.40766 1.70649  0.08
C -1.19217 1.32729 2.75377  0.02
C -2.45295 1.74395 3.14327  0.00
C -3.59398 1.27303 2.50211  0.01
C -3.45902 0.37434 1.45619  -0.01
C -2.20010 -0.06617 1.05777  -0.06
P -1.85298 -1.14702 -0.35875  -0.03
C -3.41429 -1.24136 -1.34234  0.02
C -4.52340 -2.14128 -0.79351  0.00
C -3.10392 -1.59181 -2.79989  0.00
C -1.43171 -2.79513 0.37288  -0.01
C -1.34116 -3.88474 -0.69774  0.00
C -2.29985 -3.22700 1.55303  0.00
H 2.45218 -4.00452 -0.93478  0.00
H 1.14492 -2.82230 -0.91403  0.01
H 2.17405 -3.02915 0.51192  0.00
H 3.03401 -1.93076 -2.20713  0.00
H 4.68256 -2.40675 0.32941  0.00
H 5.27812 -1.53598 -1.09247  0.00
H 4.85135 -3.23795 -1.21149  0.00
H 4.75188 0.62322 -0.64845  0.00
H 2.48366 2.60004 -1.19318  0.01
H 4.18896 3.02370 -1.01835  0.00
H 3.29536 2.38295 0.36604  0.00
H 3.06374 1.02091 -3.17734  0.00
H 4.35827 -0.16686 -2.98181  0.00
H 4.73434 1.55291 -2.98687  0.00
H 4.70691 -0.43381 1.42338  0.00
H 4.67855 -0.60004 3.87551  0.00
H 2.50049 -0.60557 5.06439  0.00
H 0.40829 -0.33395 3.83927  0.00
H -0.31343 1.72996 3.23891  0.00
H -2.54863 2.45634 3.95305  0.00
H -4.57575 1.60117 2.81506  0.00
H -4.34860 0.01733 0.95264  0.00
H -3.77816 -0.20815 -1.31503  0.00
H -4.26145 -3.19441 -0.88588  0.00
H -5.43334 -1.98207 -1.37511  0.00
H -4.75599 -1.94369 0.25129  0.00
H -2.71046 -2.60534 -2.88707  0.00
H -2.37029 -0.91229 -3.23778  0.00
H -4.01462 -1.53998 -3.39843  0.00
H -0.42473 -2.60784 0.75735  -0.01
H -2.32974 -4.21165 -1.01975  0.00
H -0.82765 -4.75655 -0.28939  0.00
H -0.79013 -3.56098 -1.58284  0.00
H -3.31333 -3.47735 1.24417  0.00
H -2.35351 -2.45422 2.31949  0.00
H -1.86557 -4.11988 2.00701  0.00
C -2.00516 5.11575 -0.88567  0.00
N -0.91427 4.14078 -0.92027  0.01
C 0.44326 4.55935 -0.56830  0.00
C -1.11059 2.88066 -1.26996  0.02
C -2.48844 2.40416 -1.60398  0.01
O -0.12718 2.09128 -1.29916  0.05
H -1.63655 6.02787 -0.42860  0.00
H -2.83607 4.74848 -0.28577  0.00
H -2.35748 5.35279 -1.88955  0.00
H 0.40758 5.57404 -0.18602  0.00
H 1.09507 4.52321 -1.44023  0.00
H 0.84897 3.89847 0.19572  0.00
H -3.09358 3.16108 -2.09529  0.00
H -2.98309 2.11212 -0.67265  0.00
H -2.41064 1.52934 -2.24595  0.00